Formula: C24H40Cl24O32S8
Source: the OMol25 dataset
Level of theory: wB97M-V/def2-TZVPD

```
128
Properties=species:S:1:pos:R:3
C 6.7138 -1.4822 2.5747
C 5.3076 -1.9637 2.8930
O 5.5580 -3.3389 3.2920
S 6.8211 -3.2696 4.3049
O 7.4849 -4.5035 4.2487
O 6.4081 -2.7035 5.5500
O 7.5805 -2.1679 3.4795
H 6.8699 -0.3932 2.7264
H 6.9559 -1.6836 1.5541
H 4.6362 -2.0723 2.0564
H 4.8294 -1.5163 3.7525
C -8.3882 -1.7355 -2.4709
C -9.2971 -2.8645 -2.0935
O -8.8810 -3.1704 -0.6920
S -8.2258 -1.9979 0.0674
O -6.8085 -2.2576 0.3250
O -9.0353 -1.5558 1.1264
O -8.3105 -1.0059 -1.1496
H -8.8102 -1.0985 -3.2098
H -7.3619 -2.1278 -2.7258
H -9.2092 -3.7603 -2.6556
H -10.3071 -2.5685 -2.0384
C -3.3444 -2.4769 -5.8998
C -2.9999 -1.6967 -4.6409
O -4.3345 -1.5203 -4.0345
S -5.3904 -2.5204 -4.5184
O -6.4259 -1.7488 -5.2004
O -5.7288 -3.5751 -3.5892
O -4.4907 -3.2703 -5.5873
H -2.5865 -2.9761 -6.4699
H -3.6909 -1.6759 -6.5435
H -2.5145 -0.7568 -4.8109
H -2.3801 -2.2898 -3.9538
C -5.2050 0.1364 -1.6493
C -4.4065 -0.9134 -0.8456
O -3.0451 -0.7826 -1.3871
S -2.7248 0.7064 -1.8014
O -1.9683 0.7011 -2.9793
O -2.1167 1.3741 -0.7477
O -4.1868 1.1691 -2.0436
H -5.8475 0.6176 -0.9184
H -5.6639 -0.1614 -2.6080
H -4.7094 -1.8839 -1.2112
H -4.3142 -0.7628 0.2272
C 1.1922 -1.0285 -2.7085
C 1.1525 -2.5118 -2.7242
O 0.3331 -2.8768 -3.8004
S 0.7928 -1.8934 -4.9980
O -0.4151 -1.6972 -5.7111
O 1.9245 -2.2789 -5.7411
O 1.1647 -0.6227 -4.1159
H 2.1699 -0.6102 -2.3466
H 0.3325 -0.5516 -2.2573
H 0.6944 -2.8018 -1.7493
H 2.0995 -2.9226 -2.9008
C 3.5607 4.9603 0.0226
C 3.4189 5.7397 -1.2525
O 4.7807 5.7751 -1.7561
S 5.6530 6.1766 -0.4483
O 5.6437 7.5842 -0.2935
O 6.9258 5.4759 -0.5155
O 4.7340 5.5347 0.6199
H 3.8111 3.9284 -0.2369
H 2.7632 4.9818 0.7298
H 3.0854 6.7025 -1.0382
H 2.7417 5.2876 -1.9515
C 0.6233 1.7155 1.6052
C 0.3578 0.2841 1.2689
O 1.3451 -0.0058 0.2447
S 2.7600 0.6777 0.7210
O 3.3763 1.1073 -0.5072
O 3.4912 -0.1346 1.6228
O 2.1142 1.8197 1.5707
H 0.3792 2.1108 2.5942
H 0.2842 2.3315 0.7976
H -0.6267 0.2151 0.8623
H 0.3694 -0.5463 2.0246
C -4.4312 2.3801 1.9152
C -5.2872 1.2765 2.6330
O -4.5323 0.9260 3.7992
S -3.1791 1.8200 3.8958
O -2.1620 1.0517 3.2603
O -2.9937 2.2399 5.2366
O -3.7418 2.9660 3.0759
H -5.0596 3.2222 1.6295
H -3.6860 2.0295 1.2427
H -5.4846 0.3422 2.1166
H -6.2244 1.7361 2.7755
C -0.1868 5.7607 2.5896
Cl -1.1631 4.5698 1.7337
Cl 0.3687 7.0866 1.5726
Cl 1.1725 4.9619 3.3640
H -0.7574 6.2371 3.3507
C 1.7774 -1.1267 5.5483
Cl 1.5931 -2.1422 4.1157
Cl 1.3302 0.5546 5.0889
Cl 3.3721 -1.1358 6.2665
H 1.0063 -1.4624 6.2577
C 6.1386 3.0666 3.2393
Cl 6.5122 2.5560 4.9022
Cl 7.1664 4.3589 2.6716
Cl 4.5064 3.4482 2.9976
H 6.4182 2.2378 2.5512
C 8.0202 2.4847 -0.6854
Cl 9.2747 1.6568 0.2992
Cl 6.4913 1.6627 -0.5673
Cl 8.5800 2.4060 -2.3743
H 7.8673 3.5083 -0.4399
C -4.0988 -2.9073 4.7072
Cl -4.7904 -2.4824 3.0745
Cl -2.7017 -1.7379 5.0318
Cl -3.5223 -4.5318 4.6144
H -4.8018 -2.8844 5.5216
C 3.6458 -4.9947 -1.2826
Cl 2.0314 -5.5352 -0.8853
Cl 4.0781 -3.3513 -0.8020
Cl 3.8018 -5.0802 -3.1315
H 4.3532 -5.6455 -0.7753
C -2.3142 -4.0741 0.4346
Cl -2.4735 -4.4142 -1.2958
Cl -1.6845 -2.4007 0.6579
Cl -1.3574 -5.3111 1.1265
H -3.2775 -4.0192 0.8948
C 4.2228 2.0754 -3.7298
Cl 2.4915 2.5465 -3.8212
Cl 5.1708 2.9504 -4.9198
Cl 4.3954 0.3957 -4.1423
H 4.6358 2.3395 -2.6738
```

Values from the calculation:
Orbital gap   10.63 eV
Highest occupied orbital energy   -10.83 eV
Total charge   0

---

Formula: C24H40FeP
Source: the OMol25 dataset
Level of theory: wB97M-V/def2-TZVPD

```
66
Properties=species:S:1:pos:R:3
C -1.5041 5.5089 2.8190
C -1.6762 4.0209 2.5239
C -1.1655 3.6489 1.1264
C -1.3931 2.1607 0.8339
P -0.4877 1.1042 2.0323
C -1.0445 -0.5951 1.6121
C -1.9240 -1.1814 2.7273
C -1.2428 -1.1966 4.0973
C -2.1077 -1.8741 5.1602
C 1.2829 1.0579 1.5827
C 2.1384 0.3179 2.6179
C 3.6060 0.2356 2.1713
C 3.8216 -0.5726 0.8924
H -1.9807 5.7611 3.7677
H -0.4429 5.7694 2.8925
H -1.9549 6.1212 2.0312
H -1.1408 3.4245 3.2768
H -2.7378 3.7508 2.5976
H -1.6847 4.2528 0.3709
H -0.0992 3.9067 1.0538
H -2.4568 1.9222 0.9884
H -1.1426 1.8981 -0.2031
H -1.6084 -0.5239 0.6697
H -0.1611 -1.2331 1.4519
H -2.8628 -0.6161 2.8069
H -2.2018 -2.2063 2.4484
H -0.2839 -1.7262 4.0217
H -1.0152 -0.1652 4.4015
H -1.5639 -1.9493 6.1041
H -3.0249 -1.3080 5.3481
H -2.3908 -2.8844 4.8502
H 1.3805 0.5577 0.6136
H 1.6370 2.0981 1.4779
H 2.0807 0.8413 3.5812
H 1.7482 -0.6966 2.7840
H 3.9712 1.2600 2.0239
H 4.1887 -0.1927 2.9956
H 4.8912 -0.7232 0.7221
H 3.3462 -1.5587 0.9539
H 3.4213 -0.0547 0.0133
C 0.7832 0.8671 -1.6030
C 0.7860 0.6355 -3.0474
C -0.1901 -0.0904 -3.7394
C -0.1451 -0.4787 -5.1707
C -1.2637 -1.3376 -5.4531
C -2.0020 -1.5517 -4.2180
C -1.3447 -0.8228 -3.1622
Fe -0.0854 -2.0627 -4.0343
C 1.2620 -2.7359 -2.7469
C 1.8377 -2.5492 -4.0694
C 1.0686 -3.3394 -5.0115
C 0.0153 -4.0181 -4.2773
C 0.1314 -3.6438 -2.8768
H 1.8126 0.9819 -1.2417
H 0.2660 1.8098 -1.3939
H 0.2724 0.0364 -1.0910
H 1.5451 1.1296 -3.6509
H 0.5952 -0.0769 -5.8618
H -1.5445 -1.7134 -6.4352
H -2.9327 -2.1024 -4.1120
H -1.6666 -0.6896 -2.1341
H 1.6723 -2.3573 -1.8158
H 2.7434 -1.9878 -4.2881
H 1.2994 -3.4694 -6.0684
H -0.6788 -4.7500 -4.6836
H -0.4519 -4.0438 -2.0540
```

Values from the calculation:
Orbital gap (spin up / spin down)   3.44 / 5.37 eV
Highest occupied orbital energy (spin up / spin down)   -0.69 / -2.62 eV
Total charge   -1
Multiplicity   5

---

What did the second record say?
Formula: C24H40FeP
Source: the OMol25 dataset
Level of theory: wB97M-V/def2-TZVPD

```
66
Properties=species:S:1:pos:R:3
C -1.5041 5.5089 2.8190
C -1.6762 4.0209 2.5239
C -1.1655 3.6489 1.1264
C -1.3931 2.1607 0.8339
P -0.4877 1.1042 2.0323
C -1.0445 -0.5951 1.6121
C -1.9240 -1.1814 2.7273
C -1.2428 -1.1966 4.0973
C -2.1077 -1.8741 5.1602
C 1.2829 1.0579 1.5827
C 2.1384 0.3179 2.6179
C 3.6060 0.2356 2.1713
C 3.8216 -0.5726 0.8924
H -1.9807 5.7611 3.7677
H -0.4429 5.7694 2.8925
H -1.9549 6.1212 2.0312
H -1.1408 3.4245 3.2768
H -2.7378 3.7508 2.5976
H -1.6847 4.2528 0.3709
H -0.0992 3.9067 1.0538
H -2.4568 1.9222 0.9884
H -1.1426 1.8981 -0.2031
H -1.6084 -0.5239 0.6697
H -0.1611 -1.2331 1.4519
H -2.8628 -0.6161 2.8069
H -2.2018 -2.2063 2.4484
H -0.2839 -1.7262 4.0217
H -1.0152 -0.1652 4.4015
H -1.5639 -1.9493 6.1041
H -3.0249 -1.3080 5.3481
H -2.3908 -2.8844 4.8502
H 1.3805 0.5577 0.6136
H 1.6370 2.0981 1.4779
H 2.0807 0.8413 3.5812
H 1.7482 -0.6966 2.7840
H 3.9712 1.2600 2.0239
H 4.1887 -0.1927 2.9956
H 4.8912 -0.7232 0.7221
H 3.3462 -1.5587 0.9539
H 3.4213 -0.0547 0.0133
C 0.7832 0.8671 -1.6030
C 0.7860 0.6355 -3.0474
C -0.1901 -0.0904 -3.7394
C -0.1451 -0.4787 -5.1707
C -1.2637 -1.3376 -5.4531
C -2.0020 -1.5517 -4.2180
C -1.3447 -0.8228 -3.1622
Fe -0.0854 -2.0627 -4.0343
C 1.2620 -2.7359 -2.7469
C 1.8377 -2.5492 -4.0694
C 1.0686 -3.3394 -5.0115
C 0.0153 -4.0181 -4.2773
C 0.1314 -3.6438 -2.8768
H 1.8126 0.9819 -1.2417
H 0.2660 1.8098 -1.3939
H 0.2724 0.0364 -1.0910
H 1.5451 1.1296 -3.6509
H 0.5952 -0.0769 -5.8618
H -1.5445 -1.7134 -6.4352
H -2.9327 -2.1024 -4.1120
H -1.6666 -0.6896 -2.1341
H 1.6723 -2.3573 -1.8158
H 2.7434 -1.9878 -4.2881
H 1.2994 -3.4694 -6.0684
H -0.6788 -4.7500 -4.6836
H -0.4519 -4.0438 -2.0540
```

Values from the calculation:
Orbital gap (spin up / spin down)   3.44 / 5.37 eV
Highest occupied orbital energy (spin up / spin down)   -0.69 / -2.62 eV
Total charge   -1
Multiplicity   5